1.
The following is a DFT calculation (ωB97M-V with the def2-TZVPD basis set) of a molecular structure, C23H17BN13O5SeTl.

Geometry (Å):
1 Tl 0.214 -0.210 -0.814
2 O -3.703 -2.664 -1.598
3 C -2.844 -1.709 -1.294
4 O -1.808 -1.891 -0.687
5 C -3.294 -0.350 -1.747
6 C -4.522 -0.128 -2.351
7 C -4.860 1.180 -2.662
8 C -3.986 2.203 -2.332
9 C -2.777 1.879 -1.730
10 N -2.432 0.623 -1.475
11 C -1.721 2.897 -1.343
12 O -2.126 4.140 -1.081
13 O -0.562 2.597 -1.289
14 H -3.368 -3.532 -1.311
15 H -5.182 -0.953 -2.573
16 H -5.799 1.400 -3.152
17 H -4.235 3.229 -2.574
18 H -3.087 4.223 -1.044
19 C -1.809 0.692 3.029
20 C -1.827 0.510 1.654
21 N -0.582 0.484 1.178
22 N 0.258 0.634 2.237
23 C -0.468 0.758 3.359
24 B 1.784 0.371 2.042
25 N 1.902 -1.142 1.639
26 C 2.373 -2.156 2.386
27 C 2.171 -3.344 1.714
28 C 1.536 -2.975 0.535
29 N 1.368 -1.654 0.499
30 N 2.337 1.284 0.918
31 C 3.210 2.302 1.043
32 C 3.465 2.813 -0.212
33 C 2.691 2.041 -1.077
34 N 2.024 1.124 -0.387
35 N 2.598 0.643 3.288
36 C 3.914 0.333 3.476
37 C 4.366 1.051 4.547
38 C 3.248 1.812 4.953
39 N 2.197 1.578 4.190
40 H -2.650 0.777 3.696
41 H -2.666 0.402 0.989
42 H 0.025 0.916 4.301
43 H 2.812 -1.973 3.351
44 H 2.446 -4.334 2.033
45 H 1.188 -3.596 -0.272
46 H 3.591 2.594 2.008
47 H 4.121 3.627 -0.466
48 H 2.583 2.105 -2.148
49 H 4.435 -0.348 2.822
50 H 5.353 1.034 4.978
51 H 3.170 2.514 5.768
52 O 0.376 -3.006 -2.347
53 N -0.307 -2.649 -3.257
54 C -1.313 -3.178 -3.877
55 C -1.987 -2.388 -4.867
56 N -2.565 -1.726 -5.607
57 C -1.863 -4.418 -3.406
58 N -2.346 -5.356 -2.951
59 Se 0.157 0.205 -3.330
60 C 1.855 -0.440 -3.604
61 N 2.919 -0.853 -3.765

For the HOMO energy (alpha / beta), the calculation gives -11.8 / -11.8 eV. The value obtained for the HOMO-LUMO gap (alpha / beta) is 7.756 / 6.567 eV. As for the spin multiplicity: 2. As for the expectation value of S²: 0.767. The value obtained for the energy is -4573.25310 hartree. The calculation puts the energy above the lowest of the compared OMol25 structures with the same formula, charge and spin at 0.500 eV. The charge is +1.

=====

2.
The following is a DFT calculation (ωB97M-V with the def2-TZVPD basis set) of 3 unconnected molecules or ions with the total composition C48H59FNO10P2 at a distorted geometry.

Geometry (Å):
1 C 2.967 -0.682 -1.734
2 C 2.961 0.632 -1.124
3 C 1.721 1.474 -0.847
4 P 1.441 3.326 -1.349
5 C 2.396 3.823 0.288
6 O 3.677 3.201 0.467
7 C 4.108 3.086 1.826
8 O 4.883 1.847 1.923
9 C 6.221 2.064 1.421
10 C 6.720 0.910 0.421
11 O 6.262 -0.409 0.851
12 C 1.165 5.226 -1.541
13 C 0.330 5.791 -2.737
14 O 0.967 6.349 -3.683
15 F -1.073 5.855 -2.963
16 C 2.956 3.548 -2.451
17 C 3.540 2.520 -3.489
18 C 5.099 2.236 -3.039
19 C 3.829 3.168 -4.975
20 O 0.088 3.083 -0.286
21 C -1.151 3.655 -0.361
22 C -2.431 2.698 -0.765
23 C -3.475 3.485 -1.692
24 C -3.095 2.055 0.569
25 C -4.415 1.190 0.291
26 C -4.350 0.286 -1.032
27 C -4.836 0.256 1.546
28 P 0.083 2.802 -3.056
29 N 0.693 3.366 -4.612
30 O 0.052 1.098 -3.342
31 H 3.684 -1.430 -1.233
32 H 2.311 -0.993 -2.606
33 H 4.014 0.970 -0.796
34 H 0.769 0.821 -0.964
35 H 1.700 1.542 0.321
36 H 2.541 4.961 0.383
37 H 1.748 3.554 1.213
38 H 4.775 3.984 2.069
39 H 3.279 2.979 2.598
40 H 6.325 3.081 0.883
41 H 6.960 2.097 2.310
42 H 6.346 1.055 -0.652
43 H 7.874 0.909 0.343
44 H 5.792 -0.786 0.076
45 H 2.180 5.779 -1.583
46 H 0.703 5.679 -0.575
47 H 3.857 4.052 -1.916
48 H 2.668 4.411 -3.182
49 H 2.968 1.568 -3.716
50 H 5.308 1.133 -3.239
51 H 5.249 2.418 -1.911
52 H 5.828 2.950 -3.560
53 H 3.015 2.897 -5.728
54 H 4.001 4.302 -4.908
55 H 4.807 2.741 -5.426
56 H -1.449 3.891 0.753
57 H -1.395 4.644 -0.859
58 H -2.022 1.806 -1.360
59 H -3.329 3.162 -2.790
60 H -4.581 3.294 -1.418
61 H -3.359 4.625 -1.683
62 H -2.272 1.435 1.094
63 H -3.386 2.923 1.256
64 H -5.269 1.951 0.115
65 H -4.426 0.937 -1.980
66 H -3.402 -0.368 -1.088
67 H -5.256 -0.429 -1.033
68 H -4.049 -0.549 1.764
69 H -5.792 -0.282 1.224
70 H -5.083 0.876 2.478
71 H 0.681 2.619 -5.337
72 H 0.060 4.091 -5.002
73 H 0.951 0.726 -3.459
74 C -8.290 -0.351 8.624
75 C -8.240 0.376 7.437
76 C -7.105 0.322 6.635
77 C -6.011 -0.451 7.025
78 C -6.053 -1.160 8.226
79 C -7.200 -1.118 9.019
80 C -4.880 -1.945 8.675
81 O -4.917 -2.568 9.723
82 C -3.660 -1.955 7.837
83 C -2.527 -2.643 8.275
84 C -1.381 -2.668 7.487
85 C -1.364 -2.014 6.257
86 C -2.489 -1.323 5.820
87 C -3.636 -1.284 6.614
88 C -4.814 -0.516 6.156
89 O -4.799 0.059 5.082
90 H -9.180 -0.316 9.245
91 H -9.086 0.984 7.135
92 H -7.073 0.887 5.709
93 H -7.243 -1.678 9.948
94 H -2.534 -3.156 9.231
95 H -0.499 -3.199 7.832
96 H -0.472 -2.040 5.640
97 H -2.468 -0.812 4.863
98 C 3.302 -9.133 -4.893
99 C 3.053 -9.400 -3.549
100 C 2.317 -8.501 -2.785
101 C 1.838 -7.325 -3.361
102 C 2.109 -7.045 -4.700
103 C 2.832 -7.958 -5.469
104 C 1.648 -5.776 -5.311
105 O 1.882 -5.534 -6.483
106 C 0.909 -4.805 -4.474
107 C 0.519 -3.581 -5.019
108 C -0.188 -2.667 -4.244
109 C -0.516 -2.976 -2.924
110 C -0.124 -4.193 -2.377
111 C 0.598 -5.106 -3.148
112 C 1.040 -6.382 -2.543
113 O 0.758 -6.652 -1.388
114 H 3.869 -9.839 -5.491
115 H 3.430 -10.312 -3.097
116 H 2.121 -8.718 -1.739
117 H 3.034 -7.752 -6.515
118 H 0.768 -3.336 -6.046
119 H -0.485 -1.713 -4.670
120 H -1.073 -2.266 -2.321
121 H -0.378 -4.426 -1.348

For the HOMO energy, the calculation gives -3.9 eV. The value obtained for the HOMO-LUMO gap is 4.061 eV. As for the spin multiplicity: 1. The value obtained for the energy is -3453.96315 hartree. The calculation puts the energy above the lowest of the compared OMol25 structures with the same formula, charge and spin at 0.000 eV. The charge is -1.

=====

3.
The following is a DFT calculation (ωB97M-V with the def2-TZVPD basis set) of a molecular structure, FHOS at a distorted geometry.

Geometry (Å):
1 O 0.571 -0.223 0.688
2 F 1.532 0.626 -0.319
3 S -0.524 -0.790 -0.153
4 H -1.579 0.387 -0.216

For the HOMO energy (alpha / beta), the calculation gives -10.8 / -10.8 eV. The value obtained for the HOMO-LUMO gap (alpha / beta) is 9.318 / 9.319 eV. As for the spin multiplicity: 1. The value obtained for the energy is -573.71803 hartree. The calculation puts the energy above the lowest of the compared OMol25 structures with the same formula, charge and spin at 3.385 eV.

=====

4.
The following is a DFT calculation (ωB97M-V with the def2-TZVPD basis set) of a single C5H10O molecule at a distorted geometry.

Geometry (Å):
1 C 1.117 -1.785 0.365
2 C 0.970 -0.263 0.356
3 C -0.464 0.355 0.452
4 C -0.476 1.795 0.106
5 C -1.240 0.919 -0.835
6 O -0.709 0.166 -1.902
7 H 0.691 -2.229 -0.539
8 H 0.625 -2.225 1.239
9 H 2.174 -2.087 0.408
10 H 1.483 0.121 1.259
11 H 1.548 0.152 -0.480
12 H -1.045 -0.078 1.258
13 H -1.131 2.362 0.768
14 H 0.412 2.309 -0.228
15 H -2.173 1.419 -1.194
16 H -1.116 -0.685 -1.665

For the HOMO energy, the calculation gives -9.1 eV. The value obtained for the HOMO-LUMO gap is 10.141 eV. The SMILES is CC[C@H]1C[C@H]1O. As for the spin multiplicity: 1. The value obtained for the energy is -271.65311 hartree. The calculation puts the energy above the lowest of the compared OMol25 structures with the same formula, charge and spin at 2.708 eV.

=====

5.
The following is a DFT calculation (ωB97M-V with the def2-TZVPD basis set) of 2 unconnected molecules or ions with the total composition C4H15N2O at a distorted geometry.

Geometry (Å):
1 N -0.358 -1.457 -1.008
2 C 1.124 -1.450 -0.759
3 C 1.242 -1.389 0.755
4 N 0.435 -0.283 1.216
5 C 0.836 1.065 0.765
6 C 0.065 2.093 1.542
7 H -0.720 -1.080 -1.895
8 H -0.785 -2.379 -0.948
9 H -0.695 -0.886 -0.186
10 H 1.519 -0.569 -1.250
11 H 1.555 -2.335 -1.198
12 H 0.774 -2.302 1.141
13 H 2.280 -1.462 1.070
14 H 0.318 -0.236 2.218
15 H 1.928 1.139 0.767
16 H 0.526 1.176 -0.285
17 H 0.239 2.066 2.625
18 H -1.003 1.842 1.484
19 H 0.165 3.127 1.219
20 H -3.014 1.558 -3.051
21 H -3.633 0.824 -1.874
22 O -2.798 0.938 -2.346

For the HOMO energy, the calculation gives -13.6 eV. The value obtained for the HOMO-LUMO gap is 10.557 eV. As for the spin multiplicity: 1. The value obtained for the energy is -345.91117 hartree. The calculation puts the energy above the lowest of the compared OMol25 structures with the same formula, charge and spin at 0.940 eV. The charge is +1.

=====

6.
The following is a DFT calculation (ωB97M-V with the def2-TZVPD basis set) of a molecular structure, C23H27N3O7S at a distorted geometry.

Geometry (Å):
1 C -4.441 -2.291 -0.063
2 C -3.722 -3.691 -0.060
3 H -3.396 -3.944 -1.072
4 H -4.551 -4.424 0.315
5 O -2.775 -3.921 0.710
6 C -1.649 -3.327 0.585
7 C -1.326 -2.852 -0.545
8 C 0.028 -2.254 -1.047
9 C 0.966 -2.334 -0.024
10 C 0.699 -2.917 1.309
11 C -0.687 -3.093 1.565
12 H -1.030 -3.577 2.408
13 H 1.401 -3.084 2.013
14 C 2.406 -1.811 -0.206
15 O 2.606 -0.978 -1.132
16 N 3.323 -2.600 0.474
17 H 3.227 -3.546 0.958
18 C 4.742 -2.371 0.098
19 H 5.272 -3.003 -0.698
20 C 4.933 -0.941 -0.604
21 O 5.285 -0.899 -1.948
22 O 4.739 0.132 0.295
23 C 5.042 1.462 -0.324
24 H 5.926 1.798 0.183
25 C 3.908 2.447 -0.193
26 O 4.216 3.420 0.439
27 N 2.701 1.519 -0.095
28 C 1.494 2.365 0.279
29 C 1.231 3.387 1.084
30 C 0.094 3.805 1.460
31 C -1.052 3.179 1.103
32 C -0.942 1.846 0.352
33 C 0.354 1.467 0.077
34 H 0.374 0.358 -0.487
35 S -2.386 0.787 0.204
36 O -2.656 0.375 1.452
37 O -2.112 0.039 -1.137
38 N -3.522 2.059 0.193
39 C -4.908 1.698 0.256
40 H -4.970 0.911 0.988
41 C -5.524 1.309 -0.941
42 H -6.560 2.168 -0.999
43 C -4.618 1.559 -2.134
44 H -4.079 0.518 -2.378
45 H -5.012 2.111 -3.148
46 C -3.357 2.439 -1.460
47 H -2.421 2.315 -1.805
48 H -3.700 3.403 -1.424
49 H -5.987 0.471 -1.246
50 H -5.492 2.544 0.832
51 H -2.019 3.419 1.425
52 H -0.012 4.830 1.854
53 H 2.369 4.090 1.060
54 H 2.726 0.684 -0.404
55 H 5.218 1.229 -1.359
56 H 5.410 -2.178 1.148
57 H 0.299 -1.926 -1.955
58 H -2.028 -2.639 -1.460
59 H -3.734 -1.471 -0.481
60 H -4.679 -1.987 1.129
61 H -5.279 -2.386 -0.913

For the HOMO energy, the calculation gives -8.6 eV. The value obtained for the HOMO-LUMO gap is 8.822 eV. As for the spin multiplicity: 1. The value obtained for the energy is -1981.16827 hartree. The calculation puts the energy above the lowest of the compared OMol25 structures with the same formula, charge and spin at 18.249 eV.